i | Computed, not measured: an isolated molecule of C2H4Si, with ωB97M-V/def2-TZVPD.

Each line ends with the natural charge from an NBO analysis.
Element x y z (Å)
1 C 2.038 -0.001 0.165  -0.144
2 C 0.628 -0.197 -0.727  -0.421
3 Si -1.060 0.208 -0.100  0.811
4 H 2.676 -0.843 0.459  0.177
5 H -0.925 1.582 0.513  -0.117
6 H -1.398 -0.970 0.857  -0.133
7 H -1.959 0.221 -1.167  -0.173

Computed properties:
E_LUMO (spin up / spin down)	-1.144 / -1.027	eV
frontier orbital gap (spin up / spin down)	8.16 / 8.30	eV
SMILES	C#C[SiH3]
total charge	0


ii | Computed, not measured: an isolated molecule of C2H4Si, with ωB97M-V/def2-TZVPD.

Each line ends with the natural charge from an NBO analysis.
Element x y z (Å)
1 C 1.123 1.586 -1.829  -0.124
2 C 0.647 0.606 -0.392  -0.431
3 Si -0.125 -0.540 0.797  0.812
4 H 1.846 1.014 -2.398  0.135
5 H 0.009 -0.068 2.177  -0.144
6 H 0.842 -1.621 0.512  -0.101
7 H -1.496 -0.983 0.546  -0.147

Computed properties:
E_LUMO (spin up / spin down)	-1.307 / -1.270	eV
frontier orbital gap (spin up / spin down)	7.77 / 7.78	eV
SMILES	C#C[SiH3]
total charge	0


Relative stability in eV, measured from the most stable structure: i 0.000; ii 1.242


i | Computed, not measured: an isolated molecule of C2H3N3O2, with ωB97M-V/def2-TZVPD.

Each line ends with the natural charge from an NBO analysis.
Element x y z (Å)
1 N -0.518 -1.433 0.777  -0.799
2 C -0.713 -0.286 0.107  0.444
3 N -1.393 0.521 -0.595  -0.382
4 C -0.117 1.048 -0.104  -0.086
5 N 1.026 0.751 -0.937  0.511
6 O 1.994 1.465 -0.614  -0.409
7 O 1.043 -0.255 -1.571  -0.355
8 H 0.199 -1.680 1.479  0.440
9 H -1.417 -1.908 0.733  0.408
10 H -0.105 1.777 0.724  0.228

Computed properties:
E_LUMO	0.147	eV
frontier orbital gap	10.52	eV
SMILES	NC1=N[C@@H]1[N+](=O)[O-]
total charge	0


ii | Computed, not measured: an isolated molecule of C2H3N3O2, with ωB97M-V/def2-TZVPD.

Each line ends with the natural charge from an NBO analysis.
Element x y z (Å)
1 O -2.843 0.794 -1.181  -0.499
2 C -1.780 0.969 -0.644  0.820
3 N -1.014 1.585 0.368  -0.475
4 N -0.484 0.544 -0.553  -0.316
5 C 0.404 -0.442 -0.356  0.192
6 N 1.230 -0.505 0.651  -0.187
7 O 2.226 -1.580 0.438  -0.607
8 H -1.103 1.338 1.359  0.386
9 H 0.408 -1.151 -1.132  0.202
10 H 2.955 -1.553 1.049  0.483

Computed properties:
E_LUMO	0.529	eV
frontier orbital gap	9.71	eV
SMILES	O=C1NN1/C=N/O
total charge	0


iii | Computed, not measured: an isolated molecule of C2H3N3O2, with ωB97M-V/def2-TZVPD.

Each line ends with the natural charge from an NBO analysis.
Element x y z (Å)
1 O -1.951 1.126 0.171  -0.587
2 C -0.839 0.579 0.145  0.721
3 N 0.180 0.892 -0.897  -0.503
4 N 1.001 -0.243 -1.324  -0.240
5 C 1.132 -0.888 -0.300  0.326
6 O 0.741 -0.560 0.970  -0.396
7 N -0.669 -0.409 1.058  -0.338
8 H -0.542 1.082 -1.802  0.412
9 H 1.885 -1.601 -0.085  0.184
10 H -0.937 0.022 2.064  0.420

Computed properties:
E_LUMO	0.438	eV
frontier orbital gap	10.76	eV
SMILES	O=C1NN=CON1
total charge	0


iv | Computed, not measured: an isolated molecule of C2H3N3O2, with ωB97M-V/def2-TZVPD.

Each line ends with the natural charge from an NBO analysis.
Element x y z (Å)
1 C 0.578 1.191 0.061  -0.118
2 C -0.093 -0.015 0.227  0.218
3 N 0.929 1.362 -1.200  -0.040
4 N -0.185 -0.622 -0.992  0.290
5 N -0.606 -0.692 1.354  -0.819
6 O -0.189 -1.761 -1.343  -0.403
7 O 0.517 0.439 -2.016  -0.196
8 H 0.937 1.942 0.846  0.241
9 H -1.210 -0.192 2.010  0.417
10 H -0.679 -1.654 1.054  0.411

Computed properties:
E_LUMO (spin up / spin down)	0.187 / 0.187	eV
frontier orbital gap (spin up / spin down)	8.77 / 8.77	eV
total charge	0


Relative stability in eV, measured from the most stable structure: i 0.782; ii 0.553; iii 0.000; iv 0.909


i | Computed, not measured: a cluster of 2 separate species, H2N3 in total, with ωB97M-V/def2-TZVPD.

Each line ends with the natural charge from an NBO analysis.
Element x y z (Å)
1 N 3.093 -0.324 -0.031  0.345
2 N 2.076 0.154 0.094  0.186
3 N 0.945 0.568 -0.138  -0.175
4 H -0.901 -1.180 -0.361  0.203
5 H 0.293 0.774 0.614  0.441

Computed properties:
E_LUMO (spin up / spin down)	-6.430 / -10.588	eV
frontier orbital gap (spin up / spin down)	12.87 / 6.37	eV
total charge	+1


ii | Computed, not measured: a structure of composition H2N3, with ωB97M-V/def2-TZVPD.

Each line ends with the natural charge from an NBO analysis.
Element x y z (Å)
1 N -0.548 0.740 0.543  -0.258
2 N 0.751 -0.924 -0.239  -0.261
3 N 0.046 -0.057 -0.002  0.422
4 H -1.580 1.537 0.669  0.612
5 H 1.332 -1.297 -0.971  0.484

Computed properties:
E_LUMO	-6.517	eV
frontier orbital gap	11.18	eV
total charge	+1


Relative stability in eV, measured from the most stable structure: i 2.449; ii 0.000


i | Computed, not measured: a cluster of 3 separate species, C4H10 in total, with ωB97M-V/def2-TZVPD.

Each line ends with the natural charge from an NBO analysis.
Element x y z (Å)
1 C 0.021 -0.053 -0.044  0.032
2 C 0.044 -1.467 0.490  -0.668
3 C -0.724 0.176 -1.218  -0.429
4 C 0.136 0.983 1.054  -0.646
5 H 1.266 0.710 -1.069  0.022
6 H 0.457 -2.167 -0.237  0.223
7 H -0.979 -1.806 0.688  0.230
8 H 0.641 -1.560 1.398  0.215
9 H -0.639 0.800 1.807  0.227
10 H -0.606 0.630 -2.185  0.212
11 H -1.593 -0.471 -1.384  0.176
12 H 0.883 1.333 -1.569  -0.029
13 H 1.084 0.894 1.587  0.207
14 H 0.011 1.997 0.682  0.229

Computed properties:
E_LUMO	0.351	eV
frontier orbital gap	8.41	eV
total charge	0


ii | Computed, not measured: a cluster of 3 separate species, C4H10 in total, with ωB97M-V/def2-TZVPD.

Each line ends with the natural charge from an NBO analysis.
Element x y z (Å)
1 C -1.203 -0.881 1.071  -0.434
2 C 0.123 -0.661 0.699  -0.230
3 C 1.040 0.358 0.753  -0.508
4 C -0.083 0.919 -1.941  -0.880
5 H -1.343 -1.934 1.335  0.225
6 H -2.054 -0.164 1.166  0.252
7 H 0.614 -1.594 0.277  0.202
8 H 0.171 -0.166 -2.049  0.202
9 H 1.865 0.136 0.189  0.186
10 H -0.300 -0.580 2.609  0.108
11 H 1.357 1.018 1.611  0.215
12 H -0.938 1.184 -2.616  0.214
13 H 0.892 1.370 -2.244  0.212
14 H -0.142 0.994 -0.861  0.236

Computed properties:
E_LUMO	-0.344	eV
frontier orbital gap	7.41	eV
total charge	0


iii | Computed, not measured: an isolated molecule of C4H10, with ωB97M-V/def2-TZVPD.

Each line ends with the natural charge from an NBO analysis.
Element x y z (Å)
1 C -1.888 0.150 0.206  -0.582
2 C -0.636 -0.499 -0.225  -0.411
3 C 0.590 0.522 -0.240  -0.301
4 C 1.958 -0.119 0.182  -0.600
5 H -2.154 1.139 -0.392  0.200
6 H -1.824 0.381 1.177  0.196
7 H -2.786 -0.655 0.166  0.196
8 H -0.759 -1.066 -1.215  0.198
9 H -0.428 -1.430 0.377  0.196
10 H 0.480 0.944 -0.972  0.139
11 H 0.554 1.510 0.504  0.165
12 H 2.723 0.438 -0.001  0.202
13 H 1.829 -0.666 1.132  0.205
14 H 2.214 -0.911 -0.311  0.196

Computed properties:
E_LUMO	1.266	eV
frontier orbital gap	11.99	eV
SMILES	CCCC
total charge	0


iv | Computed, not measured: an isolated molecule of C4H10, with ωB97M-V/def2-TZVPD.

Each line ends with the natural charge from an NBO analysis.
Element x y z (Å)
1 C 0.259 1.816 -0.629  -0.605
2 C 0.067 0.310 -0.678  -0.394
3 C -0.422 -0.343 0.606  -0.398
4 C -0.023 -1.805 0.720  -0.605
5 H -0.669 2.367 -0.466  0.201
6 H 0.630 2.159 -1.604  0.207
7 H 1.032 2.156 0.063  0.204
8 H 1.053 -0.112 -0.894  0.191
9 H -0.567 0.026 -1.521  0.197
10 H -1.500 -0.206 0.733  0.196
11 H 0.003 0.225 1.442  0.192
12 H -0.219 -2.325 -0.225  0.200
13 H -0.660 -2.320 1.444  0.208
14 H 1.016 -1.949 1.008  0.206

Computed properties:
E_LUMO	1.314	eV
frontier orbital gap	12.56	eV
SMILES	CCCC
total charge	0


Relative stability in eV, measured from the most stable structure: i 4.699; ii 6.102; iii 3.811; iv 0.000